Record 1
The molecule C11H14BrN3O7 in a non-equilibrium geometry. Source: OMol25; level of theory: the ωB97M-V functional and the def2-TZVPD basis.

ΔE to the lowest compared entry with this formula, charge and spin (kJ/mol): 182.7
Frontier orbital gap (eV): 9.890
SMILES: NC1=N[C@@H]2O[C@]3(CO)[C@@H](O)[C@H]4OC(=O)[C@@H](O)[C@@]4(N1)[C@@]2(Br)[C@H]3O
HOMO level (hartree): -0.355

Last column: Löwdin charge in e.
Atoms and positions in Å:
1 N 0.119 2.505 3.470  0.111
2 C 0.221 1.533 2.514  -0.520
3 N 1.362 1.266 2.187  0.172
4 C 1.604 0.180 1.225  -0.350
5 O 1.974 0.577 -0.083  0.024
6 C 1.348 -0.196 -1.079  -0.404
7 C 2.362 -0.398 -2.140  -0.108
8 O 1.809 -1.229 -3.257  -0.074
9 C 0.186 0.534 -1.553  -0.211
10 O -0.601 -0.344 -2.346  0.005
11 C -0.697 1.129 -0.388  -0.133
12 O -1.968 1.502 -0.913  0.107
13 C -2.798 0.476 -0.531  -0.354
14 O -3.954 0.255 -0.915  0.120
15 C -2.217 -0.619 0.338  -0.143
16 O -2.207 -1.922 -0.312  0.013
17 C -0.869 0.056 0.752  -0.241
18 N -0.940 0.871 1.996  0.126
19 C 0.500 -0.786 0.968  -0.512
20 Br 0.326 -2.112 2.496  0.762
21 C 1.075 -1.549 -0.269  -0.248
22 O 0.269 -2.533 -0.878  -0.025
23 H 1.039 2.633 3.948  0.121
24 H -0.201 3.352 2.984  0.104
25 H 2.392 -0.359 1.727  0.133
26 H 3.193 -0.919 -1.714  0.123
27 H 2.805 0.425 -2.569  0.107
28 H 0.958 -1.649 -2.874  0.100
29 H 0.525 1.446 -2.168  0.199
30 H -1.270 0.221 -2.852  0.163
31 H -0.235 2.007 0.116  0.172
32 H -2.742 -0.722 1.303  0.167
33 H -2.916 -2.064 -0.944  0.130
34 H -1.811 0.816 2.484  0.130
35 H 2.042 -2.064 -0.095  0.174
36 H -0.682 -2.318 -0.629  0.058

***

Record 2
A structure of composition C11H14F2N4PdS in a non-equilibrium geometry. Source: OMol25; level of theory: the ωB97M-V functional and the def2-TZVPD basis.

2S+1: 3
ΔE to the lowest compared entry with this formula, charge and spin (kJ/mol): 79.2
Frontier orbital gap (alpha / beta) (eV): 6.891 / 5.502
HOMO level (alpha / beta) (hartree): -0.228 / -0.296
<S²>: 2.03

Last column: Löwdin charge in e.
Atoms and positions in Å:
1 Pd 0.170 -1.870 -0.339  0.756
2 C 3.447 2.897 0.911  -0.094
3 C 3.817 2.063 -0.308  -0.251
4 N 3.681 0.640 -0.060  -0.035
5 C 2.467 0.041 -0.036  -0.745
6 S 2.444 -1.696 -0.384  0.673
7 N 1.379 0.719 0.173  0.040
8 N 0.249 0.036 0.195  -0.168
9 C -0.946 0.593 0.477  -0.249
10 C -1.004 1.906 1.194  -0.021
11 C -2.067 -0.144 0.069  -0.215
12 C -3.410 0.304 0.201  -0.016
13 C -4.429 -0.435 -0.324  -0.069
14 C -4.132 -1.630 -1.011  -0.057
15 C -2.822 -2.047 -1.075  -0.129
16 N -1.812 -1.366 -0.542  -0.030
17 H 3.686 3.939 0.720  0.069
18 H 4.001 2.557 1.780  0.075
19 H 2.386 2.812 1.116  0.044
20 H 4.855 2.254 -0.581  0.114
21 H 3.173 2.350 -1.148  0.114
22 H 4.430 0.039 -0.365  0.109
23 H -0.121 2.013 1.819  0.073
24 H -1.887 1.969 1.825  0.072
25 H -1.021 2.731 0.479  0.095
26 H -3.606 1.238 0.704  0.105
27 H -5.455 -0.118 -0.215  0.106
28 H -4.912 -2.227 -1.453  0.100
29 H -2.564 -2.980 -1.563  0.111
30 F 1.148 -4.473 -0.248  -0.078
31 C 0.056 -3.803 -0.717  -0.488
32 F -0.889 -3.953 0.303  -0.110
33 H -0.311 -4.359 -1.597  0.098

***

Record 3
A cluster of 4 separate species, C11H14F9N3O10S in total. Source: OMol25; level of theory: the ωB97M-V functional and the def2-TZVPD basis.

Frontier orbital gap (eV): 11.212
SMILES: O=C1OCC[C@H]1S(=O)(=O)C(F)(F)C(F)(F)C(F)(F)C(F)(F)F.C[N+](=O)[O-].C[N+](=O)[O-].C[N+](=O)[O-]
HOMO level (hartree): -0.407

Last column: Löwdin charge in e.
Atoms and positions in Å:
1 O -3.181 3.292 1.205  0.173
2 C -3.610 2.868 0.182  -0.463
3 O -4.554 3.511 -0.549  0.042
4 C -4.695 2.885 -1.842  -0.131
5 C -3.377 2.140 -2.036  -0.112
6 C -3.247 1.605 -0.604  -0.248
7 S -1.809 0.648 -0.180  0.775
8 O -1.461 -0.087 -1.361  -0.249
9 O -2.022 0.009 1.081  -0.234
10 C -0.423 1.864 0.045  -0.449
11 F -0.510 2.487 1.216  0.147
12 F -0.543 2.773 -0.959  0.116
13 C 1.014 1.246 -0.078  -0.349
14 F 1.860 2.234 0.336  0.135
15 F 1.261 0.982 -1.370  0.169
16 C 1.320 -0.005 0.789  -0.357
17 F 0.693 -1.070 0.277  0.164
18 F 0.877 0.224 2.040  0.171
19 C 2.835 -0.355 0.885  -0.556
20 F 2.935 -1.551 1.454  0.183
21 F 3.498 0.523 1.628  0.191
22 F 3.391 -0.403 -0.320  0.198
23 H -5.531 2.178 -1.786  0.134
24 H -4.913 3.640 -2.594  0.134
25 H -3.376 1.359 -2.792  0.132
26 H -2.593 2.881 -2.198  0.126
27 H -4.075 0.905 -0.425  0.163
28 C 2.957 4.937 1.310  0.035
29 N 3.934 6.060 1.274  -0.456
30 O 3.932 6.845 2.198  0.069
31 O 4.671 6.108 0.311  0.062
32 H 2.371 5.021 2.217  0.097
33 H 2.337 5.021 0.422  0.097
34 H 3.527 4.014 1.285  0.091
35 C 1.876 -4.448 1.524  0.018
36 N 1.718 -5.919 1.379  -0.452
37 O 2.338 -6.479 0.498  0.058
38 O 0.956 -6.468 2.150  0.059
39 H 2.566 -4.101 0.765  0.090
40 H 0.894 -4.008 1.391  0.085
41 H 2.252 -4.256 2.525  0.102
42 C -0.835 -6.166 -1.923  0.055
43 N -0.936 -4.854 -1.225  -0.437
44 O -2.036 -4.396 -1.016  0.083
45 O 0.115 -4.335 -0.902  0.044
46 H -1.838 -6.511 -2.143  0.094
47 H -0.255 -6.005 -2.826  0.102
48 H -0.310 -6.843 -1.256  0.099

***

Record 4
A cluster of 2 separate species, C11H14N2 in total in a non-equilibrium geometry. Source: OMol25; level of theory: the ωB97M-V functional and the def2-TZVPD basis.

ΔE to the lowest compared entry with this formula, charge and spin (kJ/mol): 28.8
Frontier orbital gap (eV): 9.420
SMILES: Cc1c[nH]cn1.Cc1ccccc1
HOMO level (hartree): -0.317

Last column: Löwdin charge in e.
Atoms and positions in Å:
1 C 1.751 -1.177 -3.554  -0.052
2 C 2.105 -1.471 -2.140  -0.363
3 C 3.025 -0.868 -1.336  -0.079
4 N 2.836 -1.389 -0.077  0.039
5 C 1.781 -2.241 -0.167  -0.234
6 N 1.342 -2.337 -1.387  0.100
7 H 2.111 -1.967 -4.211  0.071
8 H 2.264 -0.275 -3.890  0.073
9 H 0.682 -1.134 -3.739  0.073
10 H 3.825 -0.211 -1.637  0.113
11 H 3.200 -0.947 0.750  0.142
12 H 1.408 -2.740 0.711  0.117
13 C -2.785 2.430 -0.061  -0.059
14 C -2.077 1.522 0.898  -0.283
15 C -0.988 0.750 0.515  -0.045
16 C -0.326 -0.038 1.441  -0.087
17 C -0.810 -0.134 2.744  -0.099
18 C -1.925 0.587 3.122  -0.090
19 C -2.528 1.448 2.209  -0.054
20 H -3.848 2.551 0.149  0.076
21 H -2.743 2.044 -1.081  0.075
22 H -2.356 3.429 -0.102  0.080
23 H -0.748 0.714 -0.540  0.111
24 H 0.680 -0.369 1.229  0.072
25 H -0.233 -0.700 3.459  0.096
26 H -2.237 0.547 4.154  0.099
27 H -3.410 1.978 2.542  0.108

***

Record 5
A cluster of 2 separate species, C11H14N2 in total in a non-equilibrium geometry. Source: OMol25; level of theory: the ωB97M-V functional and the def2-TZVPD basis.

ΔE to the lowest compared entry with this formula, charge and spin (kJ/mol): 62.4
Frontier orbital gap (eV): 9.439
SMILES: Cc1c[nH]cn1.Cc1ccccc1
HOMO level (hartree): -0.317

Last column: Löwdin charge in e.
Atoms and positions in Å:
1 C 1.956 1.951 1.988  -0.044
2 C 0.492 2.275 1.965  -0.351
3 C -0.601 1.531 1.655  -0.079
4 N -1.654 2.410 1.529  0.038
5 C -1.193 3.616 1.974  -0.205
6 N 0.114 3.595 2.161  0.087
7 H 2.273 1.629 2.975  0.070
8 H 2.485 2.866 1.732  0.072
9 H 2.243 1.176 1.279  0.068
10 H -0.658 0.553 1.206  0.087
11 H -2.631 2.169 1.599  0.142
12 H -1.704 4.550 1.798  0.112
13 C 1.441 -0.905 -2.790  -0.050
14 C 0.370 -1.618 -2.004  -0.274
15 C -0.645 -0.866 -1.403  -0.061
16 C -1.447 -1.406 -0.408  -0.116
17 C -1.396 -2.758 -0.106  -0.098
18 C -0.518 -3.554 -0.819  -0.093
19 C 0.368 -2.992 -1.743  -0.049
20 H 2.292 -0.684 -2.130  0.085
21 H 1.193 0.128 -3.034  0.075
22 H 1.743 -1.576 -3.591  0.078
23 H -0.695 0.169 -1.708  0.107
24 H -2.197 -0.791 0.076  0.094
25 H -2.078 -3.095 0.664  0.100
26 H -0.460 -4.608 -0.584  0.100
27 H 0.907 -3.765 -2.280  0.108

***

Record 6
A cluster of 2 separate species, C11H14N2O in total in a non-equilibrium geometry. Source: OMol25; level of theory: the ωB97M-V functional and the def2-TZVPD basis.

ΔE to the lowest compared entry with this formula, charge and spin (kJ/mol): 109.7
Frontier orbital gap (eV): 8.788
SMILES: Cc1c[nH]c2ccccc12.CC(N)=O
HOMO level (hartree): -0.300

Last column: Löwdin charge in e.
Atoms and positions in Å:
1 C 2.918 0.140 -1.258  -0.048
2 C 1.492 0.597 -1.350  -0.232
3 C 0.585 0.180 -2.297  -0.022
4 N -0.684 0.520 -1.804  0.068
5 C -0.578 1.158 -0.587  -0.237
6 C -1.589 1.638 0.262  -0.074
7 C -1.191 2.225 1.450  -0.093
8 C 0.189 2.186 1.760  -0.116
9 C 1.224 1.686 0.995  -0.014
10 C 0.805 1.138 -0.223  -0.152
11 H 3.164 -0.604 -2.017  0.075
12 H 3.131 -0.226 -0.269  0.073
13 H 3.623 0.959 -1.463  0.079
14 H 0.765 -0.289 -3.251  0.119
15 H -1.554 0.115 -2.099  0.143
16 H -2.627 1.772 -0.097  0.123
17 H -1.910 2.799 2.016  0.102
18 H 0.429 2.323 2.814  0.099
19 H 2.226 1.588 1.378  0.113
20 C -1.624 -2.930 -0.005  -0.019
21 C -0.680 -2.354 1.012  -0.595
22 N -0.972 -1.050 1.389  0.167
23 O 0.294 -2.943 1.410  0.046
24 H -1.950 -3.769 0.613  0.088
25 H -1.101 -3.466 -0.804  0.083
26 H -2.407 -2.370 -0.508  0.070
27 H -0.395 -0.585 2.071  0.098
28 H -1.585 -0.440 0.860  0.058

***

Record 7
A cluster of 2 separate species, C11H14N2O in total in a non-equilibrium geometry. Source: OMol25; level of theory: the ωB97M-V functional and the def2-TZVPD basis.

ΔE to the lowest compared entry with this formula, charge and spin (kJ/mol): 296.7
Frontier orbital gap (eV): 8.829
SMILES: Cc1ccc(O)cc1.Cc1c[nH]cn1
HOMO level (hartree): -0.300

Last column: Löwdin charge in e.
Atoms and positions in Å:
1 C -1.965 0.590 1.313  -0.064
2 C -1.082 1.533 0.502  -0.257
3 C -0.990 1.153 -0.927  -0.028
4 C -0.008 1.695 -1.775  -0.020
5 C 0.834 2.663 -1.207  -0.366
6 O 1.827 3.223 -1.912  0.053
7 C 0.705 3.041 0.077  -0.044
8 C -0.216 2.485 0.970  -0.055
9 H -2.984 0.827 0.979  0.074
10 H -2.094 0.857 2.340  0.061
11 H -1.816 -0.482 1.059  0.080
12 H -1.724 0.555 -1.447  0.103
13 H 0.134 1.222 -2.738  0.106
14 H 1.920 3.111 -2.859  0.109
15 H 1.222 3.858 0.500  0.105
16 H -0.097 2.696 2.073  0.133
17 C 0.506 -2.236 2.198  -0.061
18 C 0.618 -2.409 0.701  -0.283
19 C 1.220 -1.717 -0.309  -0.082
20 N 0.687 -2.172 -1.545  0.052
21 C -0.175 -3.202 -1.199  -0.273
22 N -0.422 -3.274 0.032  0.079
23 H 0.340 -1.250 2.649  0.070
24 H 1.437 -2.643 2.545  0.056
25 H -0.308 -2.938 2.497  0.085
26 H 2.175 -1.130 -0.089  0.140
27 H 0.993 -2.262 -2.450  0.092
28 H -0.738 -3.794 -1.979  0.134

***

Record 8
A cluster of 2 separate species, C11H14N2O in total in a non-equilibrium geometry. Source: OMol25; level of theory: the ωB97M-V functional and the def2-TZVPD basis.

2S+1: 2
ΔE to the lowest compared entry with this formula, charge and spin (kJ/mol): 134.9
Frontier orbital gap (alpha / beta) (eV): 8.744 / 4.801
Net charge: +1
HOMO level (alpha / beta) (hartree): -0.449 / -0.449
<S²>: 0.76

Last column: Löwdin charge in e.
Atoms and positions in Å:
1 C -3.774 0.000 0.047  -0.044
2 C -1.559 1.228 0.349  -0.042
3 C -2.425 0.474 -0.401  -0.281
4 C -0.330 1.707 -0.123  -0.022
5 C -0.024 1.447 -1.431  -0.349
6 C -2.049 0.192 -1.728  -0.028
7 C -0.811 0.583 -2.201  -0.040
8 O 1.084 1.984 -2.104  0.004
9 H -1.776 1.479 1.377  0.120
10 H 0.281 2.312 0.519  0.118
11 H -4.432 -0.125 -0.808  0.082
12 H -4.273 0.709 0.712  0.086
13 H -2.753 -0.359 -2.331  0.116
14 H 0.815 2.845 -2.460  0.120
15 H -0.600 0.393 -3.239  0.120
16 H -3.766 -0.904 0.663  0.085
17 C 3.492 -0.946 2.489  0.014
18 C 0.571 -1.743 0.673  -0.029
19 C 2.410 -1.116 1.509  -0.245
20 C 2.456 -0.843 0.097  0.113
21 N 1.229 -1.629 1.827  0.177
22 N 1.308 -1.335 -0.396  0.146
23 H -0.436 -2.100 0.571  0.151
24 H 0.993 -1.147 -1.338  0.162
25 H 3.173 -0.468 -0.617  0.162
26 H 4.002 0.010 2.430  0.103
27 H 4.205 -1.762 2.482  0.112
28 H 2.991 -0.885 3.434  0.091